DFT (ωB97M-V/def2-TZVPD) results for C45H57BGeN8SSiTeTl as an isolated structure in a non-equilibrium geometry.

The LUMO energy (alpha / beta) comes out at 0.61 / 1.14 eV. The HOMO-LUMO gap (alpha / beta) comes out at 4.639 / 5.267 eV. The total energy comes out at -147403.497 eV. Its HOMO energy (alpha / beta) is -4.03 / -4.13 eV. The total charge is -1.

Positions of all 116 atoms, in Å:
Tl -1.25 0.03 0.28
C 3.37 1.94 2.04
C 2.20 1.13 2.24
N 1.08 1.80 2.02
N 1.48 3.07 1.60
C 2.85 3.14 1.59
B 0.37 4.12 1.09
N 0.04 3.87 -0.42
C -0.46 4.75 -1.36
C -0.86 4.08 -2.49
C -0.63 2.74 -2.14
N -0.06 2.63 -0.92
N -1.00 3.92 1.91
C -1.18 3.69 3.24
C -2.52 3.62 3.56
C -3.18 3.82 2.30
N -2.27 3.95 1.32
N 0.89 5.57 1.40
C 0.38 6.61 2.12
C 1.00 7.79 1.70
C 1.87 7.35 0.68
N 1.82 6.05 0.52
H 4.43 1.68 2.21
H 2.25 0.09 2.52
H 3.27 4.11 1.35
H -0.41 5.79 -1.16
H -1.33 4.43 -3.38
H -0.89 1.90 -2.73
H -0.29 3.56 3.87
H -3.01 3.44 4.49
H -4.23 3.87 2.07
H -0.43 6.51 2.85
H 0.77 8.77 2.08
H 2.59 7.93 0.10
Te -3.70 0.43 -2.03
C -3.72 -1.40 -2.99
C -2.55 -1.97 -3.53
C -2.75 -3.19 -4.21
C -4.08 -3.56 -4.25
S -5.09 -2.42 -3.44
H -1.58 -1.54 -3.39
H -1.92 -3.76 -4.60
H -4.57 -4.37 -4.73
C -1.12 -3.91 0.64
C -1.12 -3.78 2.19
C -1.78 -5.00 2.87
C 0.34 -3.74 2.62
Si -2.10 -2.11 2.59
C -4.03 -2.26 2.20
C -4.81 -2.83 3.46
C -4.55 -0.82 1.83
C -4.42 -3.16 1.00
C -1.73 -1.30 4.38
C -1.94 -2.37 5.49
C -2.64 -0.11 4.60
C -0.27 -0.78 4.42
H -0.76 -4.93 0.40
H -0.54 -3.16 0.11
H -2.10 -3.81 0.20
H -1.31 -5.91 2.48
H -2.84 -5.04 2.72
H -1.60 -4.94 3.94
H 0.82 -4.70 2.44
H 0.44 -3.55 3.70
H 0.85 -2.93 2.13
H -4.76 -2.26 4.37
H -4.50 -3.86 3.71
H -5.86 -2.92 3.22
H -4.23 0.03 2.44
H -5.65 -0.81 1.86
H -4.28 -0.56 0.81
H -4.33 -4.24 1.18
H -3.88 -2.86 0.08
H -5.47 -2.93 0.83
H -3.00 -2.58 5.67
H -1.55 -1.91 6.43
H -1.31 -3.27 5.31
H -3.71 -0.37 4.53
H -2.49 0.68 3.84
H -2.44 0.33 5.57
H 0.42 -1.61 4.34
H -0.17 -0.33 5.43
H -0.03 0.00 3.71
C 3.11 -2.39 -1.65
Ge 2.16 -0.71 -2.11
C 1.35 -1.00 -3.91
C 0.95 -2.31 -4.29
C 0.41 -2.54 -5.56
C 0.27 -1.48 -6.44
C 0.66 -0.21 -6.13
C 1.23 0.02 -4.86
C 3.64 0.55 -2.53
C 3.63 1.80 -1.92
C 4.75 2.67 -1.95
C 5.93 2.21 -2.48
C 5.96 0.97 -3.21
C 7.13 0.57 -3.82
C 7.19 -0.68 -4.45
C 6.08 -1.52 -4.49
C 4.89 -1.12 -3.93
C 4.79 0.11 -3.26
H 3.08 -3.07 -2.53
H 2.60 -2.88 -0.79
H 4.14 -2.15 -1.35
H 1.06 -3.12 -3.56
H 0.12 -3.57 -5.83
H -0.08 -1.63 -7.45
H 0.50 0.58 -6.82
H 1.60 1.02 -4.66
H 2.67 2.13 -1.56
H 4.72 3.63 -1.46
H 6.82 2.84 -2.48
H 8.03 1.22 -3.83
H 8.19 -0.98 -4.79
H 6.16 -2.48 -4.97
H 4.07 -1.80 -4.04